Density functional theory data (the ωB97M-V functional and the def2-TZVPD basis) for the molecule C29H30N4O2 in a non-equilibrium geometry.

Its charge is 0. As for the spin multiplicity: 1. The energy above the lowest of the compared OMol25 structures with the same formula, charge and spin comes out at 1.520 eV. Its total energy is -40616.271 eV. Its structure (SMILES) is CC1(C)Cc2c(C#N)c(N3CCN(C(=O)c4ccccc4)CC3)nc(Cc3ccccc3)c2CO1.

Last column: Mulliken charge in e.
CARTESIAN COORDINATES (ANGSTROEM)
C1 1.4957 4.8468 0.8923  -1.677
C2 0.0342 4.9584 1.3449  1.755
C3 -0.1834 6.2648 2.1136  -1.861
C4 -0.3192 3.7565 2.2459  -1.455
C5 -0.3444 2.5132 1.4210  0.961
C6 0.3229 1.3343 1.7668  0.425
C7 1.1050 1.3365 2.9341  -0.492
N1 1.7475 1.4179 3.8847  -0.682
C8 0.2200 0.2379 0.8685  0.425
N2 0.8161 -0.9707 1.0764  0.129
C9 0.9332 -1.5880 2.3796  -0.602
C10 -0.2818 -2.4914 2.6329  -1.055
N3 -0.4203 -3.4652 1.5707  0.111
C11 -0.1958 -4.7780 1.8368  0.444
O1 0.0861 -5.1736 2.9528  -0.645
C12 -0.3614 -5.7280 0.6938  0.226
C13 0.7004 -6.5476 0.3316  -0.476
C14 0.5433 -7.4841 -0.6747  -0.605
C15 -0.6790 -7.6210 -1.3110  -0.414
C16 -1.7467 -6.8213 -0.9379  -0.555
C17 -1.5909 -5.8757 0.0598  0.106
C18 -0.4968 -2.8744 0.2551  -0.500
C19 0.7227 -1.9693 0.0315  -1.023
N4 -0.4066 0.3805 -0.2974  -0.312
C20 -0.9900 1.5147 -0.6489  -0.840
C21 -1.5255 1.5274 -2.0537  -1.339
C22 -0.3527 1.7602 -2.9760  0.753
C23 0.2874 2.9937 -3.0015  0.054
C24 1.3843 3.1969 -3.8194  -0.850
C25 1.8586 2.1695 -4.6175  -0.394
C26 1.2316 0.9362 -4.5902  -0.673
C27 0.1348 0.7326 -3.7709  -0.371
C28 -1.0345 2.6067 0.2142  1.038
C29 -1.6861 3.9373 -0.0231  -0.926
O2 -0.7819 5.0041 0.1702  -0.423
H1 1.6523 3.9195 0.3446  0.325
H2 2.1631 4.8672 1.7495  0.385
H3 1.7343 5.6776 0.2338  0.440
H4 0.4403 6.2891 3.0028  0.383
H5 0.0699 7.1071 1.4761  0.397
H6 -1.2263 6.3597 2.4078  0.419
H7 0.4008 3.6856 3.0605  0.657
H8 -1.3113 3.9202 2.6794  0.384
H9 1.0053 -0.8387 3.1639  0.218
H10 1.8457 -2.1922 2.3912  0.329
H11 -0.1642 -3.0361 3.5711  0.566
H12 -1.1909 -1.8794 2.6732  0.219
H13 1.6447 -6.4463 0.8454  0.430
H14 1.3739 -8.1138 -0.9573  0.388
H15 -0.8029 -8.3568 -2.0917  0.383
H16 -2.7045 -6.9364 -1.4236  0.395
H17 -2.4257 -5.2586 0.3603  0.424
H18 -0.5287 -3.6533 -0.5058  0.573
H19 -1.4050 -2.2642 0.1862  0.155
H20 0.6443 -1.4620 -0.9289  0.411
H21 1.6358 -2.5718 0.0635  0.372
H22 -2.2775 2.3047 -2.1826  0.503
H23 -1.9712 0.5561 -2.2688  0.456
H24 -0.0671 3.8004 -2.3772  0.292
H25 1.8717 4.1607 -3.8313  0.416
H26 2.7152 2.3293 -5.2556  0.381
H27 1.5979 0.1287 -5.2074  0.376
H28 -0.3487 -0.2338 -3.7503  0.365
H29 -2.5484 4.0421 0.6602  0.303
H30 -2.0495 4.0578 -1.0442  0.400

Atoms 1-3, force components in eV/Å:
-0.4050 -0.0086 0.0057
0.4364 0.2131 0.3975
-0.0487 -0.3552 -0.2783



Density functional theory data (the ωB97M-V functional and the def2-TZVPD basis) for a structure of composition C29H31Br3N5Y in a non-equilibrium geometry.

Its charge is +2. As for the spin multiplicity: 1. The energy above the lowest of the compared OMol25 structures with the same formula, charge and spin comes out at 0.833 eV. Its total energy is -249186.439 eV.

Last column: Mulliken charge in e.
CARTESIAN COORDINATES (ANGSTROEM)
Y1 -0.2629 0.3258 -0.1446  0.779
C1 1.9864 0.0408 -2.6854  -1.029
N1 1.9927 -0.2800 -1.2361  1.381
C2 2.4779 -1.6740 -1.1010  -1.485
C3 2.8850 0.5850 -0.4509  0.416
C4 4.1413 0.9519 -0.9126  -0.669
C5 4.9714 1.7467 -0.1410  -1.017
C6 4.5366 2.1904 1.0999  -0.712
C7 3.2920 1.8187 1.5755  -0.345
C8 2.4615 0.9788 0.8298  -0.782
N2 1.1843 0.5784 1.2799  0.283
C9 0.9855 0.0704 2.5707  -0.054
C10 2.0339 -0.2709 3.4386  -0.715
C11 1.7881 -0.8196 4.6838  -1.019
C12 0.4901 -1.0597 5.1042  -0.981
C13 -0.5576 -0.7527 4.2542  -0.660
C14 -0.3316 -0.2021 3.0009  0.582
N3 -1.4575 0.1355 2.1118  1.465
C15 -2.4716 -0.9482 2.0535  -1.285
C16 -2.1244 1.3428 2.6530  -1.647
H1 2.8685 -0.3550 -3.1929  0.405
H2 1.9713 1.1135 -2.8540  0.342
H3 1.1065 -0.4115 -3.1482  0.240
H4 3.4902 -1.7604 -1.5022  0.486
H5 1.8281 -2.3530 -1.6566  0.450
H6 2.5009 -1.9685 -0.0538  0.257
H7 4.4755 0.6254 -1.8904  0.421
H8 5.9501 2.0206 -0.5100  0.440
H9 5.1665 2.8348 1.6987  0.464
H10 2.9399 2.1841 2.5312  0.661
H11 3.0534 -0.1243 3.1169  0.509
H12 2.6223 -1.0671 5.3272  0.439
H13 0.2934 -1.4818 6.0797  0.436
H14 -1.5722 -0.9506 4.5793  0.413
H15 -3.1262 -0.9303 2.9265  0.480
H16 -1.9921 -1.9208 2.0129  0.478
H17 -3.1013 -0.8167 1.1695  0.243
H18 -2.5854 1.1290 3.6196  0.383
H19 -2.9040 1.6855 1.9681  0.412
H20 -1.3921 2.1324 2.8069  0.441
Br1 -4.9096 3.5669 -5.2537  -0.124
C17 -3.9772 2.2961 -4.2286  -0.133
C18 -3.0368 2.7130 -3.2953  -0.791
C19 -2.3661 1.7620 -2.5574  1.086
C20 -2.6039 0.3968 -2.7217  0.525
C21 -3.5616 -0.0057 -3.6577  -0.687
C22 -4.2366 0.9397 -4.4027  -0.811
N4 -1.8550 -0.4607 -1.8860  0.635
C23 -1.9224 -1.7367 -1.9916  -0.258
C24 -1.2038 -2.6315 -1.0892  0.009
C25 -1.3283 -4.0067 -1.2379  -0.706
C26 -0.6845 -4.8485 -0.3426  -0.860
C27 0.0649 -4.2876 0.6793  -0.838
C28 0.1527 -2.9061 0.7560  -0.524
N5 -0.4609 -2.0898 -0.1011  1.433
H21 -2.8503 3.7697 -3.1607  0.419
H22 -1.6247 2.0629 -1.8209  -0.575
H23 -3.8055 -1.0478 -3.8125  0.338
H24 -4.9806 0.6321 -5.1246  0.442
H25 -2.5284 -2.2284 -2.7492  0.265
H26 -1.9236 -4.4095 -2.0470  0.542
H27 -0.7723 -5.9224 -0.4384  0.461
H28 0.5724 -4.9045 1.4071  0.538
H29 0.7294 -2.4337 1.5455  0.318
Br2 1.0513 3.1833 -1.5548  0.038
C29 -0.1061 4.4974 -0.7436  -0.632
Br3 -1.2013 3.5874 0.5636  0.033
H30 -0.7444 4.9269 -1.5042  0.455
H31 0.4988 5.2420 -0.2430  0.499

Atoms 1-3, force components in eV/Å:
-0.8102 0.4829 -0.9252
0.0200 -0.0390 0.0353
-0.0080 0.1276 0.0462



Density functional theory data (the ωB97M-V functional and the def2-TZVPD basis) for a structure of composition C29H31BrN6O4Rb.

Its charge is -1. As for the spin multiplicity: 1. The energy above the lowest of the compared OMol25 structures with the same formula, charge and spin comes out at 0.335 eV. Its total energy is -118406.865 eV.

Last column: Mulliken charge in e.
CARTESIAN COORDINATES (ANGSTROEM)
Rb1 1.0381 -1.1379 -0.2214  0.656
C1 -2.4677 0.3845 2.2918  -0.855
C2 -2.3451 -1.1459 2.2033  -0.398
N1 -1.0018 -1.6702 2.3254  0.411
C3 -0.3512 -1.5782 3.6118  -0.996
C4 0.2229 -0.1923 3.9029  -0.790
N2 0.9946 0.3123 2.7949  0.393
C5 0.8206 1.7046 2.4366  -0.582
C6 -0.6469 2.0966 2.1577  -1.053
N3 -1.5072 1.1293 1.5019  0.292
H1 -2.4134 0.7078 3.3361  0.345
H2 -3.4987 0.6081 1.9794  0.411
H3 -2.7297 -1.4618 1.2317  -0.105
H4 -3.0332 -1.5568 2.9665  0.380
H5 -0.9141 -2.5970 1.9351  0.227
H6 0.4744 -2.2953 3.6061  0.337
H7 -1.0227 -1.8611 4.4434  0.317
H8 0.8021 -0.2533 4.8371  0.407
H9 -0.5896 0.5021 4.1094  0.199
H10 1.9659 0.0430 2.8508  0.081
H11 1.4047 1.8775 1.5334  0.190
H12 1.1820 2.4112 3.2079  0.360
H13 -0.6004 3.0201 1.5685  0.360
H14 -1.1485 2.3781 3.0894  0.441
H15 -1.0278 0.5207 0.8575  -0.250
C7 -1.9090 -3.2830 -0.6988  -0.882
O1 -1.6259 -1.9402 -1.0709  0.173
C8 -2.5934 -1.2370 -1.7231  0.537
C9 -3.8700 -1.7475 -1.9413  -0.733
C10 -4.8323 -0.9699 -2.5761  -0.623
C11 -4.5253 0.3143 -2.9862  -0.870
C12 -3.2479 0.8154 -2.7723  -0.151
C13 -2.2620 0.0550 -2.1632  -0.140
N4 -0.9281 0.5578 -1.9090  0.772
N5 -0.7065 1.5563 -2.6451  -0.619
C14 0.4411 2.3145 -2.5409  -0.200
C15 1.4301 2.1894 -1.5234  0.149
O2 1.4535 1.2796 -0.6592  -0.253
C16 2.4705 3.2153 -1.4928  -0.825
C17 2.5392 4.1996 -2.4068  -0.933
C18 1.5777 4.3080 -3.4684  0.925
C19 1.6748 5.3337 -4.4243  -0.855
C20 0.7600 5.4476 -5.4410  -0.522
C21 -0.2826 4.5092 -5.5125  -0.652
C22 -0.3961 3.4989 -4.5906  -0.469
C23 0.5302 3.3655 -3.5279  0.831
H16 -2.1508 -3.8861 -1.5782  0.437
H17 -2.7478 -3.3201 0.0036  0.474
H18 -0.9996 -3.6631 -0.2391  -0.098
H19 -4.1158 -2.7461 -1.6139  0.379
H20 -5.8235 -1.3777 -2.7326  0.380
H21 -5.2739 0.9346 -3.4626  0.374
H22 -2.9916 1.8221 -3.0711  0.433
H23 3.1949 3.1198 -0.6928  0.419
H24 3.3359 4.9362 -2.3597  0.310
H25 2.4955 6.0386 -4.3399  0.338
H26 0.8426 6.2401 -6.1737  0.372
H27 -1.0119 4.5754 -6.3120  0.380
H28 -1.1987 2.7804 -4.6710  0.387
Br1 3.9717 -1.3325 4.5284  -0.177
C24 3.9068 -2.8575 3.3680  0.364
C25 4.6128 -3.9862 3.7498  -0.631
C26 4.5366 -5.0751 2.8971  -0.264
C27 3.7798 -4.9878 1.7423  -0.637
C28 3.1203 -3.7983 1.4616  0.723
N6 3.1907 -2.7350 2.2791  0.017
C29 2.2482 -3.6073 0.2310  -0.039
O3 2.7807 -3.0506 -0.7440  -0.761
O4 1.0511 -3.9408 0.3814  -0.810
H29 5.1861 -4.0004 4.6642  0.383
H30 5.0654 -5.9890 3.1396  0.395
H31 3.6895 -5.8224 1.0611  0.412

Atoms 1-3, force components in eV/Å:
-0.6364 0.1364 0.2490
0.0147 0.0279 0.0427
-0.0445 -0.0485 0.1293